# C38H25AsClHfN5O2SbSe4

A molecular structure, C38H25AsClHfN5O2SbSe4 (ωB97M-V/def2-TZVPD, the OMol25 dataset).

Element x y z (Å)
Hf1 0.08919 0.72522 -1.74684
Cl1 3.95614 5.62810 -4.79752
C1 2.64081 4.62957 -4.25606
C2 1.75578 4.08598 -5.20681
C3 0.70843 3.30182 -4.81516
C4 0.49531 2.97482 -3.45790
O1 -0.49709 2.18443 -3.12959
C5 1.37764 3.56078 -2.50766
C6 1.09366 3.49531 -1.09614
N1 0.24365 2.62842 -0.64404
C7 -0.37100 2.57036 0.60273
C8 0.03599 3.13197 1.78871
C9 -0.77763 3.01766 2.92389
C10 -2.00745 2.40817 2.85689
C11 -2.45038 1.83104 1.65290
C12 -3.72174 1.23718 1.46337
C13 -4.05199 0.71681 0.24571
C14 -3.08720 0.67699 -0.77835
N2 -1.88932 1.20417 -0.62690
C15 -1.58735 1.85642 0.54164
C16 2.44379 4.38525 -2.93017
H1 1.92011 4.29435 -6.25548
H2 0.02882 2.85763 -5.53005
H3 1.58791 4.22731 -0.45836
H4 0.99032 3.63769 1.84681
H5 -0.42723 3.43552 3.85760
H6 -2.64753 2.35441 3.72888
H7 -4.41789 1.20737 2.29277
H8 -5.01438 0.26163 0.06149
H9 -3.28057 0.14478 -1.71144
H10 3.09684 4.82214 -2.18446
Se1 -1.82184 -4.93534 -4.73784
Sb1 -2.73603 -2.75320 -4.90007
Se2 1.51250 -0.35009 -3.78903
Se3 -0.67688 -1.22338 -3.36513
Se4 -3.85686 -2.26822 -2.76524
C17 1.70626 -5.48500 -0.72706
C18 2.26568 -4.68307 0.25882
C19 1.65503 -3.48589 0.61152
C20 0.48446 -3.10657 -0.03136
C21 -0.07241 -3.89999 -1.03239
C22 0.54008 -5.09605 -1.37267
As1 -0.37664 -1.41767 0.32724
C23 0.19897 -0.83774 2.08025
C24 1.41550 -0.27642 2.44508
C25 1.61689 0.15898 3.74849
C26 0.59705 0.04059 4.68493
C27 -0.62332 -0.50702 4.32440
C28 -0.83171 -0.94973 3.02380
C29 -2.08285 -1.54608 2.50674
C30 -3.24540 -1.74875 3.23901
C31 -4.35323 -2.32691 2.63050
C32 -4.30416 -2.71045 1.29677
C33 -3.14757 -2.50469 0.55225
C34 -2.05042 -1.91605 1.15657
H11 2.18435 -6.41716 -0.99986
H12 3.17969 -4.98403 0.75532
H13 2.08979 -2.85879 1.38135
H14 -0.96364 -3.58630 -1.56593
H15 0.10173 -5.69509 -2.16154
H16 2.21099 -0.16824 1.72494
H17 2.56730 0.59603 4.02606
H18 0.75473 0.38087 5.70095
H19 -1.41300 -0.59021 5.06187
H20 -3.29050 -1.46789 4.28487
H21 -5.25590 -2.48685 3.20707
H22 -5.16231 -3.16412 0.81833
H23 -3.12752 -2.77389 -0.49789
N3 3.47081 -1.05176 -1.23150
C35 3.05816 0.05708 -0.60827
O2 1.79023 0.30430 -0.59041
C36 3.96732 0.88905 0.06453
C37 3.51990 2.07587 0.69401
N4 3.15093 3.04408 1.20441
C38 5.34742 0.56768 0.06549
N5 6.47000 0.30584 0.04269
H24 4.45859 -1.21690 -1.33322
H25 2.84221 -1.42412 -1.93935

Properties
Lowest unoccupied orbital energy = 0.7 eV
HOMO energy = -0.1549 hartree
Total charge = -1
Kohn-Sham gap = 4.88 eV
Energy above the lowest of the compared OMol25 structures with the same formula, charge and spin = 1.511 eV

=====

# C38H25Br2Cl2IMoN2OP

A molecular structure, C38H25Br2Cl2IMoN2OP (ωB97M-V/def2-TZVPD, the OMol25 dataset).

Element x y z (Å)
Mo1 -0.35044 -0.01227 0.20222
C1 -2.19461 3.00818 0.64205
C2 -0.74436 3.22936 0.34833
C3 -0.20769 4.53812 0.41837
C4 1.12110 4.75469 0.20273
C5 1.96766 3.66906 -0.11420
C6 3.37445 3.74461 -0.31528
Br1 4.25767 5.40170 -0.17474
C7 4.09535 2.62210 -0.59235
C8 3.45041 1.36698 -0.71099
Br2 4.47352 -0.15660 -1.11240
C9 2.09388 1.25127 -0.57137
O1 1.42383 0.10330 -0.68816
C10 1.35828 2.41568 -0.21835
N1 0.03002 2.20343 0.03983
H1 -2.62496 3.88249 1.12447
H2 -2.34060 2.13646 1.27929
H3 -2.74339 2.84173 -0.28855
H4 -0.87103 5.35508 0.66329
H5 1.53619 5.75098 0.27562
H6 5.16574 2.67410 -0.72986
I1 -2.77477 -0.33300 -0.96368
C11 -3.55012 -2.15585 -0.28684
C12 -4.91293 -2.03867 -0.17574
C13 -5.72331 -3.14800 0.12797
C14 -5.13270 -4.36016 0.26732
C15 -3.72766 -4.50979 0.16589
C16 -3.20379 -5.81805 0.29575
C17 -1.86762 -6.04543 0.21446
C18 -1.00890 -4.94679 0.06818
C19 -1.45032 -3.64865 -0.04416
P1 -0.05660 -2.45592 -0.00863
C20 0.93757 -2.90564 -1.46045
C21 1.91539 -3.89613 -1.43681
C22 2.61191 -4.21770 -2.59200
C23 2.33214 -3.55902 -3.78050
C24 1.35070 -2.57856 -3.81388
C25 0.66138 -2.25139 -2.65825
C26 0.86673 -2.96255 1.47290
C27 2.22222 -2.66136 1.58133
C28 2.89368 -2.90395 2.76993
C29 2.21438 -3.41894 3.86493
C30 0.85617 -3.69247 3.77098
C31 0.18454 -3.46769 2.57958
C32 -2.86578 -3.39357 -0.06415
H7 -5.39111 -1.08229 -0.33996
H8 -6.79340 -3.02644 0.21767
H9 -5.72497 -5.24518 0.46200
H10 -3.89836 -6.63325 0.45373
H11 -1.45963 -7.04319 0.29590
H12 0.05542 -5.13925 0.08350
H13 2.15175 -4.41442 -0.51634
H14 3.37530 -4.98372 -2.56187
H15 2.87847 -3.80956 -4.67985
H16 1.12866 -2.06091 -4.73743
H17 -0.09685 -1.47726 -2.70102
H18 2.75267 -2.21383 0.74932
H19 3.94880 -2.67514 2.84454
H20 2.74066 -3.60444 4.79204
H21 0.31782 -4.08321 4.62466
H22 -0.87563 -3.68495 2.51813
Cl1 -3.20858 -0.96121 3.41794
C33 -1.64403 -0.59732 4.06449
C34 -1.41816 -0.72875 5.42454
C35 -0.15356 -0.46349 5.92882
C36 0.88550 -0.07907 5.09173
C37 0.64593 0.04235 3.73604
Cl2 1.94181 0.48459 2.67092
C38 -0.62021 -0.20504 3.20230
N2 -0.85839 -0.12530 1.83682
H23 -2.22823 -1.03659 6.06990
H24 0.02566 -0.56208 6.99078
H25 1.87433 0.11865 5.47952

Properties
Lowest unoccupied orbital energy = -3.0 eV
HOMO energy = -0.3890 hartree
Total charge = +1
Kohn-Sham gap = 7.54 eV

=====

# C38H25CeF9N3O2PS

A molecular structure, C38H25CeF9N3O2PS (ωB97M-V/def2-TZVPD, the OMol25 dataset).

Element x y z (Å)
Ce1 -0.24027 1.68182 -1.88153
C1 -3.06524 -3.12691 -3.52853
C2 -3.19072 -1.95984 -2.73605
C3 -2.16270 -1.06422 -2.69763
C4 -0.96575 -1.24433 -3.44311
C5 0.09370 -0.27780 -3.39086
C6 1.21197 -0.53528 -4.13999
C7 1.34879 -1.70295 -4.93382
C8 0.33830 -2.61766 -4.97891
C9 -0.85636 -2.41071 -4.23325
C10 -1.92802 -3.34319 -4.25422
H1 -3.87445 -3.84790 -3.55586
H2 -4.09021 -1.79070 -2.15536
H3 -2.27431 -0.18297 -2.08957
H4 2.04391 0.16358 -4.14323
H5 2.25433 -1.86123 -5.50830
H6 0.42951 -3.51185 -5.58794
H7 -1.82936 -4.23835 -4.86287
N1 -3.42304 3.71305 -2.87792
C11 -3.65724 2.86293 -1.86481
N2 -2.73551 2.17030 -1.22565
C12 -3.33167 1.38142 -0.21705
C13 -2.66305 0.50723 0.62951
C14 -3.38586 -0.23326 1.55130
C15 -4.77185 -0.10812 1.63607
C16 -5.45121 0.75557 0.79159
C17 -4.71257 1.48778 -0.12845
S1 -5.28626 2.62023 -1.32245
H8 -2.48569 4.01765 -3.07562
H9 -4.18002 4.23794 -3.27824
H10 -1.59055 0.38315 0.57864
H11 -2.86729 -0.92110 2.20837
H12 -5.32307 -0.69355 2.36334
H13 -6.52955 0.85203 0.84661
O1 -0.40587 3.68977 -2.83299
N3 -0.07514 4.10376 -1.67279
O2 0.92263 3.45975 -1.25761
F1 7.96665 0.73324 -0.44910
C18 7.44008 0.20298 0.66541
F2 7.90752 0.91087 1.70515
F3 7.88955 -1.05077 0.78165
C19 5.93533 0.25589 0.62304
C20 5.17661 -0.87331 0.86359
C21 3.78648 -0.79264 0.83153
C22 3.17275 0.42302 0.56438
C23 3.95045 1.55625 0.31319
C24 5.32900 1.47461 0.34775
P1 1.37196 0.63422 0.52857
C25 0.65709 -1.02988 0.72657
C26 0.52537 -1.79806 -0.43261
C27 -0.11669 -3.02886 -0.40019
C28 -0.61243 -3.50074 0.80139
C29 -0.45740 -2.76515 1.96963
C30 0.16553 -1.52591 1.93373
C31 -1.30970 -4.83635 0.86059
F4 -1.76979 -5.20553 -0.34010
F5 -0.47542 -5.79388 1.29307
F6 -2.35007 -4.79645 1.70961
C32 1.00223 1.51456 2.07605
C33 -0.02291 2.45701 2.11006
C34 -0.36081 3.09931 3.29384
C35 0.34161 2.80293 4.44779
C36 1.38082 1.88184 4.42859
C37 1.70803 1.23899 3.24567
C38 -0.05084 3.45337 5.75082
F7 -0.63156 4.64392 5.54909
F8 1.01310 3.63899 6.54183
F9 -0.92381 2.68036 6.41533
H14 5.66285 -1.81682 1.07400
H15 3.19499 -1.68128 1.01778
H16 3.47686 2.51068 0.10341
H17 5.93647 2.35212 0.15824
H18 0.89896 -1.43304 -1.37973
H19 -0.24939 -3.60001 -1.31299
H20 -0.84133 -3.15427 2.90737
H21 0.25308 -0.94689 2.84747
H22 -0.56961 2.71337 1.21570
H23 -1.15719 3.83257 3.31589
H24 1.93661 1.67443 5.33555
H25 2.52869 0.52821 3.23061

Properties
Lowest unoccupied orbital energy (spin up / spin down) = -4.2 / -4.2 eV
2S+1 = 2
HOMO energy (spin up / spin down) = -0.3886 / -0.3888 hartree
Expectation value of S² = 0.7519
Total charge = +1
Kohn-Sham gap (spin up / spin down) = 6.39 / 6.35 eV
Energy above the lowest of the compared OMol25 structures with the same formula, charge and spin = 0.000 eV

=====

The records above give, respectively, max |F| values of 1.88 0.72 5.33 eV/Å.